DFT (ωB97M-V/def2-TZVPD) results for an isolated molecule of C3H3NO2.

Structure (XYZ):
```
9
Properties=species:S:1:pos:R:3:lowdin_charge:R:1
O 1.98496 -0.75438 -0.39372 0.097
C 0.81770 -0.45838 -0.39795 -0.470
C 0.38377 0.86249 0.16931 -0.065
O -0.99334 0.61807 0.51824 -0.005
C -1.25401 -0.60978 0.01558 -0.164
N -0.31619 -1.28670 -0.53425 0.169
H 1.21600 0.80348 0.89405 0.150
H 0.43936 1.78951 -0.40126 0.142
H -2.27825 -0.96431 0.13002 0.146
```

* SMILES: O=C1COC=N1
* LUMO: 0.331 eV
* orbital gap: 10.642 eV
* 2S+1: 1